(1)
ORCA calculation (ωB97M-V with the def2-TZVPD basis set) on a cluster of 12 separate species, C41H57FO36 in total.

Each line ends with the Löwdin charge.
Positions of all 135 atoms, in Å:
C1 4.3510 -1.6147 -0.1311  -0.10
C2 4.6487 -0.4759 -1.1464  -0.09
O1 4.3029 0.6788 -0.4053  0.05
C3 4.1297 0.3901 0.8796  -0.58
O2 4.0810 1.2028 1.7583  0.15
O3 4.2073 -0.9304 1.1077  0.07
H1 5.1504 -2.3469 -0.2129  0.13
H2 3.4057 -2.0963 -0.3821  0.12
H3 4.0895 -0.5695 -2.0738  0.13
H4 5.7209 -0.4362 -1.3497  0.13
C4 0.0309 -0.1955 0.0388  -0.13
C5 -1.1510 -0.5080 0.9092  -0.10
O4 -0.5338 -1.1810 2.0345  0.09
C6 0.6646 -1.6408 1.6351  -0.56
O5 1.3253 -2.3923 2.2862  0.15
O6 0.9978 -1.1287 0.4518  0.08
H5 0.3508 0.8346 0.2160  0.11
H6 -0.2289 -0.2136 -1.0205  0.12
H7 -1.9606 -1.1118 0.5013  0.12
H8 -1.6493 0.4146 1.2074  0.10
C7 -0.0557 -5.1294 5.7074  -0.10
C8 -0.1128 -4.3608 4.3642  -0.10
O7 -0.0803 -5.4255 3.4269  0.04
C9 -0.2475 -6.6155 4.0076  -0.58
O8 -0.2181 -7.6530 3.4238  0.16
O9 -0.4137 -6.4640 5.3387  0.06
H9 -0.8280 -4.7756 6.3907  0.13
H10 0.8890 -5.1109 6.2494  0.13
H11 0.7783 -3.7432 4.3755  0.11
H12 -1.0607 -3.8339 4.3317  0.14
C10 1.5922 -6.5452 -0.0080  -0.09
C11 2.3384 -5.6374 0.9909  -0.09
O10 3.0332 -6.5666 1.8207  0.06
C12 3.0016 -7.7933 1.2991  -0.59
O11 3.6466 -8.7178 1.6823  0.16
O12 2.1507 -7.8480 0.2486  0.06
H13 1.7993 -6.3116 -1.0477  0.12
H14 0.5297 -6.5315 0.2247  0.12
H15 1.6450 -5.0787 1.6114  0.11
H16 3.1140 -5.0562 0.4919  0.12
C13 -2.6981 1.8538 5.1102  -0.09
C14 -3.4518 2.1393 3.8145  -0.12
O13 -4.7433 1.5607 3.9893  0.06
C15 -4.8904 1.1675 5.2745  -0.58
O14 -5.9230 0.8320 5.7584  0.16
O15 -3.7073 1.2197 5.9061  0.07
H17 -2.3785 2.7806 5.5843  0.13
H18 -1.8778 1.1529 4.9848  0.11
H19 -2.9633 1.5648 3.0257  0.11
H20 -3.6077 3.1848 3.5525  0.12
C16 -2.5651 -0.5193 -5.7239  -0.11
C17 -4.0985 -0.3637 -5.5005  -0.08
O16 -4.1955 -0.4158 -4.0840  0.09
C18 -3.0164 -0.6981 -3.5342  -0.58
O17 -2.8699 -0.9736 -2.3773  0.13
O18 -2.0207 -0.5671 -4.4227  0.06
H21 -2.2015 0.3387 -6.2880  0.11
H22 -2.3411 -1.3995 -6.3264  0.13
H23 -4.5934 -1.1689 -6.0419  0.13
H24 -4.4667 0.5634 -5.9326  0.13
C19 1.2916 0.5366 -7.3824  -0.01
C20 1.6288 1.4814 -6.2233  -0.31
C21 0.4409 2.2793 -5.6520  -0.07
O19 0.3989 1.8426 -4.2908  0.04
C22 1.3097 0.8961 -4.0310  -0.57
O20 1.4161 0.3192 -2.9931  0.15
O21 2.0624 0.6761 -5.1308  0.08
H25 0.6963 -0.2564 -6.9273  0.09
H26 2.2024 0.2651 -7.9027  0.09
H27 0.6045 1.0362 -8.0707  0.09
H28 2.4005 2.1879 -6.5235  0.14
H29 -0.4704 1.9462 -6.1494  0.11
H30 0.5091 3.3602 -5.7136  0.14
C23 -3.1566 5.9315 1.3814  0.00
C24 -1.9306 5.3080 0.7385  -0.31
C25 -0.5714 5.8101 1.2586  -0.06
O22 -0.1096 4.6800 2.0041  0.06
C26 -0.8026 3.5722 1.7129  -0.57
O23 -0.4772 2.4656 2.0218  0.16
O24 -1.7809 3.8980 0.8500  0.06
H31 -2.8828 6.8609 1.8859  0.08
H32 -3.5894 5.2845 2.1473  0.08
H33 -3.9633 6.2285 0.7136  0.09
H34 -1.9842 5.5317 -0.3289  0.14
H35 -0.6444 6.6383 1.9573  0.13
H36 0.1417 5.9999 0.4572  0.13
C27 4.3002 0.7207 6.0870  -0.02
C28 3.3812 0.3195 4.9455  -0.30
C29 3.1417 -1.2164 4.8759  -0.09
O25 1.8241 -1.4054 5.3740  0.07
C30 1.2026 -0.2257 5.4545  -0.54
O26 0.0701 -0.0336 5.7470  0.16
O27 2.0864 0.8156 5.2809  0.08
H37 3.9775 0.1834 6.9837  0.09
H38 4.1839 1.7902 6.2533  0.09
H39 5.3372 0.4070 5.9646  0.09
H40 3.7795 0.5282 3.9551  0.12
H41 3.8715 -1.8112 5.4220  0.13
H42 3.2683 -1.4729 3.8234  0.11
C31 -3.1214 2.0821 -1.2446  -0.01
C32 -3.4170 3.1195 -2.2974  -0.28
C33 -2.7375 2.8840 -3.6578  -0.08
O28 -3.8025 2.9449 -4.5981  0.06
C34 -4.9788 3.1000 -3.9630  -0.57
O29 -6.0319 3.1190 -4.5220  0.16
O30 -4.8178 3.1032 -2.6307  0.11
H43 -3.6045 2.2916 -0.2936  0.09
H44 -2.0470 1.9573 -1.1027  0.09
H45 -3.4938 1.1167 -1.5887  0.08
H46 -3.1316 4.1262 -1.9812  0.14
H47 -2.2561 1.9040 -3.7105  0.11
H48 -1.9791 3.6229 -3.9145  0.13
C35 1.6249 3.3487 -0.8378  0.00
C36 2.6001 4.1084 -1.7131  -0.27
C37 4.1059 3.9369 -1.4028  -0.06
O31 4.6552 3.5006 -2.6425  0.09
C38 3.6882 3.3307 -3.5553  -0.58
O32 3.9383 2.9666 -4.6661  0.16
O33 2.4958 3.5828 -3.0502  0.08
H49 0.6203 3.6974 -1.1050  0.08
H50 1.7704 3.6473 0.2044  0.10
H51 1.5903 2.2651 -0.9148  0.08
H52 2.2959 5.1505 -1.8254  0.15
H53 4.2150 3.2157 -0.5941  0.12
H54 4.4794 4.8951 -1.0458  0.13
C39 -1.9818 -3.8201 -1.4660  -0.07
C40 -2.0918 -5.3114 -1.6527  -0.31
O34 -2.4204 -5.7284 -0.3533  0.13
C41 -2.1373 -4.7430 0.5649  -0.53
O35 -2.4058 -4.8301 1.7111  0.20
O36 -1.7012 -3.6534 -0.0811  0.07
F1 -0.9117 -5.8718 -2.0357  0.07
H55 -2.9024 -3.2608 -1.6326  0.13
H56 -1.1820 -3.3681 -2.0518  0.14
H57 -2.9142 -5.5424 -2.3280  0.17

Results
* spin multiplicity: 1
* maximum force: 2.2 eV Å⁻¹
* HOMO level: -10.3 eV
* charge: 0
* gap between HOMO and LUMO: 9.82 eV
* SMILES: O=C1OC[C@@H](F)O1.C[C@H]1COC(=O)O1.C[C@H]1COC(=O)O1.C[C@H]1COC(=O)O1.C[C@H]1COC(=O)O1.C[C@H]1COC(=O)O1.O=C1OCCO1.O=C1OCCO1.O=C1OCCO1.O=C1OCCO1.O=C1OCCO1.O=C1OCCO1

=====

(2)
ORCA calculation (ωB97M-V with the def2-TZVPD basis set) on a structure of composition C41H58Br3N10O14.

Each line ends with the Löwdin charge.
Positions of all 126 atoms, in Å:
C1 -18.1045 -30.8099 -20.1046  -0.05
C2 -18.9787 -30.8578 -18.8283  -0.16
N1 -19.4896 -29.5219 -18.4389  -0.02
C3 -20.6070 -28.9333 -19.0141  0.02
C4 -20.7470 -27.7541 -18.3523  0.01
N2 -19.9728 -27.8060 -17.2073  -0.05
C5 -19.1794 -28.8723 -17.2944  -0.04
C6 -20.1238 -26.9119 -16.0723  0.03
H1 -18.5767 -30.3395 -20.9659  0.07
H2 -17.9747 -31.8633 -20.3571  0.09
H3 -17.1743 -30.3372 -19.8045  0.00
H4 -18.4933 -31.4133 -18.0249  0.10
H5 -19.8583 -31.5011 -18.9090  0.12
H6 -21.0641 -29.2958 -19.9213  0.11
H7 -21.3492 -26.8752 -18.5142  0.10
H8 -18.4149 -29.1039 -16.5687  0.11
H9 -21.1132 -26.9411 -15.6306  0.08
H10 -19.7535 -25.9853 -16.5172  0.11
H11 -19.3304 -27.1573 -15.3659  0.08
C7 -17.4478 -26.9283 -21.0234  -1.51
Br1 -15.9897 -27.8439 -20.1152  0.68
Br2 -17.2164 -27.2322 -22.9093  0.58
Br3 -17.2449 -24.9588 -20.6947  0.57
H12 -18.4189 -27.3239 -20.7433  -0.03
C8 -23.3188 -26.9761 -23.2820  0.00
C9 -22.8863 -28.0852 -22.5006  -0.02
C10 -23.7189 -28.6590 -21.5643  -0.33
C11 -24.9773 -28.1009 -21.3198  -0.04
C12 -25.4511 -27.0867 -22.1059  -0.01
C13 -24.6125 -26.5559 -23.0956  -0.32
O1 -25.1295 -25.4545 -23.7377  0.03
O2 -23.3201 -29.7319 -20.7924  0.01
H13 -22.6661 -26.6328 -24.0711  0.12
H14 -21.9859 -28.6392 -22.7346  0.11
H15 -25.6493 -28.4727 -20.5563  0.12
H16 -26.5134 -26.8892 -22.1199  0.12
H17 -24.7922 -25.2552 -24.6142  0.11
H18 -23.9113 -29.9554 -20.0706  0.10
C14 -20.2704 -23.3317 -19.4868  -0.04
C15 -20.9410 -24.5111 -19.8931  -0.04
C16 -22.2085 -24.8254 -19.4883  -0.36
C17 -22.8270 -23.9158 -18.5918  -0.02
C18 -22.1083 -22.8606 -18.0637  0.00
C19 -20.8107 -22.5459 -18.5155  -0.34
O3 -20.1697 -21.4544 -18.0347  0.05
O4 -22.8877 -25.9196 -19.9213  0.04
H19 -19.2921 -23.0992 -19.8873  0.06
H20 -20.6286 -25.0868 -20.7577  0.11
H21 -23.8574 -23.9486 -18.2625  0.11
H22 -22.5677 -22.1354 -17.4052  0.12
H23 -19.4396 -21.1363 -18.5703  0.11
H24 -23.7404 -25.7924 -19.4878  0.10
C20 -20.0938 -33.8191 -23.9051  -0.01
C21 -20.7063 -34.9232 -23.2675  0.01
C22 -21.4042 -34.6887 -22.0803  -0.33
C23 -21.6121 -33.4329 -21.5193  -0.01
C24 -20.9134 -32.3944 -22.1064  -0.03
C25 -20.2377 -32.5866 -23.3023  -0.32
O5 -19.5881 -31.5355 -23.9280  0.02
O6 -21.9877 -35.8336 -21.5507  0.02
H25 -19.5624 -34.0017 -24.8285  0.12
H26 -20.6310 -35.8979 -23.7250  0.12
H27 -22.0746 -33.3080 -20.5505  0.12
H28 -20.8977 -31.3854 -21.7154  0.10
H29 -19.3314 -31.7486 -24.8273  0.10
H30 -21.5922 -35.8214 -20.6707  0.10
C26 -13.3805 -34.1931 -20.3517  0.02
C27 -13.5632 -32.7958 -20.3431  -0.01
C28 -14.5491 -32.2645 -19.5314  -0.32
C29 -15.3378 -33.1061 -18.7460  -0.01
C30 -15.2273 -34.5028 -18.8505  0.01
C31 -14.3180 -35.0496 -19.7408  -0.31
O7 -14.3023 -36.4179 -19.8904  0.04
O8 -14.6102 -30.8853 -19.4338  -0.03
H31 -12.5854 -34.6198 -20.9473  0.12
H32 -12.8219 -32.1029 -20.7190  0.12
H33 -15.9982 -32.5622 -18.0829  0.09
H34 -16.0235 -35.0756 -18.3959  0.12
H35 -15.1243 -36.7369 -20.2719  0.11
H36 -13.7804 -30.4565 -19.6606  0.11
C32 -14.5754 -30.2177 -16.0779  -0.02
C33 -13.9571 -30.2755 -14.8386  0.00
C34 -14.2100 -29.2361 -13.9743  -0.39
C35 -15.0662 -28.2128 -14.2056  -0.04
C36 -15.7489 -28.1732 -15.4483  0.02
C37 -15.4514 -29.2012 -16.3885  -0.31
O9 -16.1995 -29.2768 -17.5337  -0.08
O10 -13.5945 -29.3866 -12.7423  0.03
H37 -14.2848 -30.9621 -16.8089  0.11
H38 -13.2928 -31.0714 -14.5364  0.13
H39 -15.3158 -27.4051 -13.5329  0.14
H40 -16.5176 -27.4347 -15.6185  0.11
H41 -15.7031 -29.8329 -18.1561  0.02
H42 -12.7410 -29.8225 -12.7566  0.10
C38 -17.9486 -29.4221 -13.4329  -0.65
O11 -18.1888 -29.1994 -14.6285  -0.05
N3 -16.7904 -29.8500 -12.8886  0.20
N4 -18.9559 -29.3286 -12.5760  0.19
H43 -15.9383 -29.8470 -13.4269  0.06
H44 -16.9300 -30.1746 -11.9486  0.12
H45 -19.8540 -28.9548 -12.8388  0.11
H46 -18.6975 -29.3216 -11.6018  0.11
C39 -21.4456 -30.6537 -15.0541  -0.67
O12 -21.5879 -29.4562 -14.7600  -0.01
N5 -22.3637 -31.5687 -14.7731  0.18
N6 -20.2938 -31.1518 -15.5433  0.19
H47 -22.1076 -32.5322 -14.9009  0.11
H48 -23.1239 -31.3207 -14.1634  0.12
H49 -20.2086 -32.1495 -15.6162  0.11
H50 -19.5221 -30.5049 -15.6139  0.05
C40 -24.0429 -26.5110 -15.8097  -0.62
O13 -23.3049 -26.4421 -16.7699  0.05
N7 -23.8288 -27.3271 -14.7237  0.14
N8 -25.2162 -25.8211 -15.4951  0.14
H51 -24.2581 -27.0786 -13.8563  0.09
H52 -23.1840 -28.1043 -14.7854  0.06
H53 -25.6213 -25.0394 -15.9801  0.10
H54 -25.6401 -26.1560 -14.6567  0.08
C41 -16.8293 -33.0931 -14.7936  -0.67
O14 -16.6619 -34.0621 -15.5101  0.03
N9 -17.1852 -31.8644 -15.2820  0.18
N10 -16.8004 -33.1910 -13.4259  0.16
H55 -17.0986 -31.6486 -16.2574  0.07
H56 -17.3858 -31.1791 -14.5723  0.04
H57 -16.9033 -34.1185 -13.0501  0.11
H58 -17.3301 -32.4253 -13.0362  0.07

Results
* spin multiplicity: 1
* maximum force: 3.5 eV Å⁻¹
* HOMO level: -9.7 eV
* charge: +1
* gap between HOMO and LUMO: 7.74 eV

=====

> What is the formula in the second record?

C41H58Br3N10O14